[1]
C25H68O11 as an isolated structure. Source: OMol25; level of theory: ωB97M-V/def2-TZVPD.

Last column: Löwdin charge in e.
Cartesian coordinates (Å):
C1 -2.68158 1.83111 3.73974  -0.31
C2 -1.24590 1.78619 4.28895  -0.23
O1 -0.78060 3.12332 4.28316  -0.03
O2 -3.10964 0.58075 3.83236  -0.07
H1 -2.65893 2.10189 2.63936  0.11
H2 -3.44608 2.54164 4.57924  0.20
H3 -0.65552 1.24336 3.55918  0.11
H4 -1.03060 1.43791 5.28723  0.12
H5 0.00118 2.99677 4.62362  -0.02
H6 -3.89354 0.52661 3.28093  0.09
C3 1.17058 -2.64539 2.97827  -0.12
C4 1.80444 -2.62990 4.49382  -0.15
O3 1.35736 -3.88235 5.08763  -0.07
O4 1.61782 -1.57873 2.22045  -0.18
H7 0.15619 -2.40400 3.05641  0.11
H8 1.21098 -3.48395 2.50163  0.07
H9 1.64496 -1.67327 4.91416  0.10
H10 2.89003 -2.69856 4.31357  0.10
H11 1.57703 -3.52898 6.00315  0.11
H12 1.19760 -1.62898 1.37512  0.07
C5 -4.37676 2.43554 0.34823  -0.05
C6 -5.68694 2.29343 -0.47637  -0.47
C7 -5.63416 1.18011 -1.52316  -0.07
O5 -6.73886 1.86316 0.39131  -0.08
H13 -4.01325 1.51541 0.89698  0.08
H14 -4.48446 3.17534 1.21387  0.11
H15 -3.63716 2.52668 -0.30865  -0.01
H16 -5.90916 3.28817 -0.84960  0.13
H17 -6.51689 1.27993 -2.20240  0.08
H18 -5.70196 0.14635 -1.04663  0.10
H19 -4.57084 1.32152 -2.02923  0.11
H20 -7.59671 2.03805 -0.00402  0.08
C8 -1.56377 -6.39050 -0.95627  -0.05
C9 -1.62321 -5.36322 -2.16240  -0.50
C10 -2.80820 -4.47890 -2.34976  -0.02
O6 -0.45860 -4.55679 -2.10367  -0.06
H21 -1.48800 -6.10478 0.14480  0.09
H22 -0.63678 -6.97758 -1.14777  0.07
H23 -2.49321 -7.05194 -0.92468  0.09
H24 -1.44507 -6.01164 -3.18296  0.18
H25 -3.65310 -4.88272 -2.49925  0.01
H26 -2.62966 -3.73230 -3.01694  0.05
H27 -2.58659 -3.89388 -1.30615  0.15
H28 0.02985 -5.23241 -2.52403  0.06
C11 2.37885 -2.09958 -3.68954  -0.03
C12 3.25347 -1.09626 -3.01487  -0.49
C13 4.70798 -0.98058 -3.42593  0.00
O7 2.66161 0.19364 -2.99370  -0.08
H29 2.89171 -2.97453 -3.90667  0.06
H30 1.96699 -1.83315 -4.60872  0.06
H31 1.45244 -2.32526 -2.97352  0.10
H32 3.22197 -1.39358 -1.98979  0.11
H33 5.18215 -1.78925 -3.02284  0.05
H34 5.01350 -0.12170 -3.06596  0.03
H35 4.81592 -1.09555 -4.54573  0.12
H36 2.81963 0.44714 -3.96587  0.16
C14 -1.16471 -0.32465 0.48916  -0.06
C15 -0.94124 -1.18671 -0.78156  -0.48
C16 -0.42997 -0.34554 -1.97385  -0.06
O8 -0.02312 -2.17420 -0.43407  -0.03
H37 -1.59335 -0.91030 1.28349  0.07
H38 -1.67819 0.65336 0.16147  0.10
H39 -0.24381 0.05236 0.99574  0.05
H40 -1.98188 -1.63156 -1.02247  0.15
H41 -0.16267 -1.15139 -2.80551  0.10
H42 0.61891 -0.02482 -1.68402  0.01
H43 -0.95410 0.73487 -2.17460  0.14
H44 -0.13466 -2.86803 -1.01682  0.01
C17 2.78489 -1.55590 1.27453  -0.25
C18 4.33086 -1.47679 1.04310  -0.45
C19 5.09921 -1.39921 2.34852  -0.07
O9 4.77084 -2.62591 0.31792  -0.14
H45 2.48305 -2.55121 1.59036  0.09
H46 2.31940 -1.53624 0.12795  0.16
H47 2.28453 -0.66605 1.78057  0.08
H48 4.73705 -0.66153 0.40870  0.13
H49 4.81833 -0.89902 3.14729  -0.01
H50 6.40542 -1.44276 2.31030  0.17
H51 4.82555 -2.26854 2.91660  0.05
H52 5.76228 -2.46022 -0.11349  0.17
C20 -1.71727 4.44301 -1.89003  0.01
C21 -1.41891 4.79782 -0.38667  -0.50
C22 -0.14738 5.61886 -0.35988  -0.02
O10 -2.46516 5.49817 0.15739  0.02
H53 -2.75098 3.89714 -1.78627  0.10
H54 -1.15576 3.53485 -2.16610  0.07
H55 -1.83758 5.26575 -2.47510  0.04
H56 -1.23921 4.01306 -0.07337  -0.02
H57 0.30396 5.68422 0.85626  0.17
H58 -0.26141 6.64660 -0.65541  0.08
H59 0.84221 5.16793 -0.65283  -0.03
H60 -2.36714 5.62973 1.05429  0.06
C23 1.02660 1.84547 -0.39257  -0.06
C24 1.94245 2.77551 -1.22489  -0.33
C25 2.21981 4.05649 -0.33310  -0.03
O11 3.27079 2.08031 -1.31755  -0.08
H61 1.52427 1.57014 0.67507  0.13
H62 0.95557 0.77599 -0.86299  0.05
H63 0.28565 2.57309 -0.20791  0.04
H64 1.68838 2.95568 -2.18008  0.10
H65 2.27518 4.01134 0.76618  0.10
H66 1.44001 4.65744 -0.48919  -0.12
H67 3.16806 4.62654 -0.79804  0.15
H68 3.21670 1.26105 -1.68258  -0.04

Atomic forces in eV per Å
C 0.0285 3.2708 2.5462
C -0.5937 1.5547 -1.3261
O -5.8145 1.1540 -2.6702
O -1.7894 -3.5968 -0.2592
H -0.0420 0.8414 1.4193
H 2.3582 -1.2347 -2.9239
H 0.1315 -0.6487 -0.1058
H -0.9159 -0.8826 0.3422
H 6.9106 0.0798 2.7801
H -0.2301 -0.5376 0.1046
C -1.6759 3.1472 6.7706
C 0.6932 -2.3891 -5.5788
O 0.8185 3.3770 2.2880
O -14.9261 -0.0982 11.8563
H -1.8950 -0.2858 0.7541
H 0.9979 -5.5068 -2.5775
H -0.9919 0.6655 1.1670
H -0.1104 -0.0101 0.3081
H -0.7964 -1.9846 -0.8036
H -2.5043 0.0555 -0.8625
C -3.3921 -1.3993 4.0383
C 0.0798 -1.6155 1.4021
C 2.0223 0.1556 -0.8488
O -0.2246 0.5630 1.0381
H -1.1168 0.2407 -0.6028
H 0.3617 -0.4586 -1.7530
H 3.3018 1.5649 -2.5467
H -0.0383 0.0692 -0.5201
H 1.0357 -0.0860 0.1252
H 0.3081 1.5251 -0.4122
H -2.3665 -0.6926 0.2416
H 0.0552 0.0664 -0.1208
C -0.9291 -0.7358 0.1804
C -0.1493 -2.6738 -1.6214
C 6.9502 2.9609 6.1305
O -0.6193 0.6585 0.3044
H -0.0056 0.8073 -1.6452
H -0.8431 -0.0261 0.1901
H 1.3108 0.5126 -0.5284
H -0.7737 0.9376 2.2700
H -6.3452 -3.0757 -0.4069
H 0.7148 1.8084 -2.3535
H -1.8855 -0.9289 -1.9471
H 2.5791 -0.1145 -0.5386
C -2.5067 -0.0343 2.5331
C -0.0507 -0.1331 0.8296
C -3.3399 -3.0955 -3.9777
O 0.1249 0.3159 -3.3766
H 1.0474 -1.9584 0.0647
H -0.6848 1.0882 -1.6866
H 2.0688 0.2133 -1.5903
H 0.3586 -0.1589 1.0146
H 1.7024 -2.0465 1.1670
H 2.0935 4.2663 1.5564
H -0.0114 0.5618 1.0006
H -0.7381 0.2950 2.1423
C 0.6645 1.7216 -0.8027
C -2.1221 1.8043 0.5134
C 1.4743 -0.2970 -0.7641
O 0.6022 1.7723 1.9302
H -1.0539 -0.0353 0.1045
H 0.1346 -1.6630 0.9239
H -0.1514 -0.3702 -0.8858
H 1.5358 0.4269 0.1806
H -1.3586 2.2546 0.9059
H -1.7163 -1.3450 -1.2960
H 0.8211 -3.1441 -0.0201
H -0.0470 -2.8367 -1.9601
C 9.2434 1.1851 -10.7048
C 1.6749 1.2038 -0.6960
C 4.4801 -3.6947 -2.2129
O 3.4427 -0.5593 -1.8885
H 4.6326 -3.9043 -2.2911
H 1.4384 -0.0562 2.3841
H 5.6542 5.8913 -2.9950
H -1.2347 0.4684 0.3858
H -1.3314 4.6495 2.9345
H -4.0520 0.3124 -0.1716
H 0.3488 -2.0319 -0.3626
H -3.9888 -0.4706 1.9880
C -2.8039 -4.0077 3.8138
C -0.5303 12.6796 -8.2678
C 1.6770 0.7604 4.3299
O -1.9691 -0.0903 -2.5349
H 1.2658 1.3309 -0.4732
H 0.6520 1.0930 -0.4943
H 0.1700 1.9876 -2.1157
H 2.5004 -13.5298 6.6101
H -1.7398 0.1374 -2.8019
H -0.2523 0.3551 -0.3452
H -6.4058 4.3247 -2.0373
H 0.5709 0.3665 3.0064
C 3.3772 -1.5571 0.9259
C 4.5156 -2.6135 6.3293
C 5.5212 -2.0614 -1.9838
O -0.0596 5.3174 2.1896
H -0.7658 1.1030 -2.4194
H -0.4082 3.5791 1.6256
H -2.4188 -0.4789 0.4011
H -1.5764 1.0304 -3.2098
H 0.3944 -0.8951 -0.5290
H 2.2611 -1.6913 0.4242
H -1.9449 -1.3062 1.2517
H -0.8693 -3.4639 -1.8763

Computed properties:
Gap between HOMO and LUMO   0.2371 Ha
HOMO energy   -5.995 eV
Total charge   0
LUMO energy   0.017 hartree


[2]
One molecule with the formula C6H6Cl2N2O. Source: OMol25; level of theory: ωB97M-V/def2-TZVPD.

Last column: natural (NBO) charge in e.
Cartesian coordinates (Å):
C1 -1.44102 -0.65541 -3.24294  0.13
C2 0.09619 0.98265 -1.95529  -0.02
C3 -2.09280 -0.47675 -4.46451  0.46
C4 -0.08874 -0.03106 -0.81988  -0.10
C5 1.04672 -0.05924 0.23073  -0.62
C6 -1.42401 0.31714 -0.13151  -0.60
N1 -0.80246 -1.32544 -2.46751  0.04
N2 -0.29992 -1.33615 -1.36697  -0.27
O1 -2.94570 0.27429 -4.80545  -0.47
Cl1 0.74444 2.35080 -1.49259  0.17
Cl2 -1.49918 -1.84024 -5.50019  -0.08
H1 0.97571 0.94604 0.64942  0.22
H2 1.84033 -0.54712 -0.31625  0.24
H3 0.67441 -0.61341 1.08339  0.22
H4 -2.30948 -0.36418 -0.47037  0.24
H5 -1.58308 1.30069 -0.14730  0.20
H6 -1.35583 0.00336 0.93972  0.23

Atomic forces in eV per Å
C 0.1720 -0.4325 0.2913
C -1.2846 -2.8733 0.2460
C -0.2604 -0.5650 -0.6200
C -0.2221 1.7115 0.2834
C -2.4534 0.0053 -0.6051
C -0.9184 -5.0047 1.0590
N -1.4701 1.2716 -0.5067
N 1.9358 -2.8332 0.3446
O 0.4978 0.1733 -0.0732
Cl 1.0293 2.5643 0.6449
Cl -0.3521 0.0992 -0.3610
H 1.5634 0.2004 -0.3472
H 1.0668 0.6095 0.7223
H 0.2470 -0.8869 -0.1434
H 1.4949 1.7310 -0.0369
H -1.2962 3.8926 -0.1712
H 0.2503 0.3367 -0.7267

Computed properties:
Gap between HOMO and LUMO (alpha / beta)   0.2804 / 0.2805 Ha
HOMO energy (alpha / beta)   -8.748 / -8.749 eV
Total charge   0
LUMO energy (alpha / beta)   -0.041 / -0.041 hartree


[3]
An isolated ion of composition C4H9N2O2 and charge -1. Source: OMol25; level of theory: ωB97M-V/def2-TZVPD.

Last column: natural (NBO) charge in e.
Cartesian coordinates (Å):
C1 0.54811 -0.01487 0.53356  -0.22
N1 1.02977 -1.01394 -0.39511  -0.71
C2 2.49827 -1.26888 -0.32585  0.87
O1 2.80292 -2.46661 -0.41633  -0.80
O2 3.22255 -0.27014 -0.31825  -0.79
C3 -0.95416 0.26627 0.29792  -0.03
C4 -1.36156 0.54382 -1.18498  -0.66
N2 -1.54918 1.13594 1.30226  -0.85
H1 0.50399 -0.39868 1.56546  0.15
H2 1.02551 0.96646 0.64189  0.20
H3 0.53689 -1.87755 -0.18057  0.36
H4 -1.50111 -0.68717 0.32549  0.14
H5 -0.70008 -0.13135 -1.73323  0.26
H6 -2.40578 0.35227 -1.38091  0.20
H7 -0.93018 1.48504 -1.55120  0.19
H8 -0.83463 1.42551 1.96329  0.35
H9 -1.93135 1.95389 0.85656  0.35

Atomic forces in eV per Å
C -1.9738 0.2574 0.7018
N 0.7398 0.6035 0.6289
C -0.5186 -0.1925 -1.0051
O -0.0503 -0.6662 0.2270
O 0.0891 0.7165 0.4471
C -1.1426 -1.2492 -1.6895
C 2.4354 0.6464 0.6217
N 0.1776 0.1363 0.0544
H 0.4535 -0.0852 0.2305
H 0.6619 -0.4472 -0.8794
H 0.3318 0.0130 -0.1463
H 0.4285 -0.4353 0.9241
H -0.4902 -0.5067 -0.0980
H -0.2271 0.3034 -0.1199
H -0.8201 0.4616 0.1088
H -0.1376 0.1216 -0.0546
H 0.0428 0.3224 0.0484

Computed properties:
Gap between HOMO and LUMO   0.2897 Ha
HOMO energy   -4.091 eV
SMILES   C[C@H](N)CNC(=O)[O-]
Total charge   -1
LUMO energy   0.139 hartree


[4]
An isolated ion of composition C13H25N2O2S and charge +1. Source: OMol25; level of theory: ωB97M-V/def2-TZVPD.

Last column: natural (NBO) charge in e.
Cartesian coordinates (Å):
C1 -5.67716 -2.09984 -0.25903  -0.60
H1 -6.58693 -2.54203 0.13761  0.22
H2 -5.75957 -2.06472 -1.34310  0.20
C2 -5.47367 -0.70052 0.30849  -0.39
C3 -4.21088 -0.04137 -0.24348  -0.39
C4 -4.00558 1.35912 0.33477  -0.41
C5 -2.78673 2.10144 -0.23086  -0.40
C6 -1.53113 2.02877 0.64194  -0.40
C7 -1.00089 0.62095 0.90927  -0.38
H3 -0.17817 0.67555 1.62703  0.21
H4 -1.79251 0.02188 1.35785  0.22
C8 -0.51782 -0.10805 -0.35625  -0.37
C9 0.76806 0.43653 -0.88498  0.88
O1 1.12625 1.60271 -0.94476  -0.62
O2 1.60434 -0.52875 -1.25472  -0.49
C10 1.24610 -1.77227 -0.65509  0.08
H5 1.32891 -2.54881 -1.42030  0.23
C11 2.28329 -2.05102 0.44971  -0.53
H6 1.89112 -2.74343 1.19185  0.26
H7 3.20444 -2.45602 0.03421  0.23
S1 2.68847 -0.50417 1.33068  0.22
C12 3.78551 0.23718 0.11590  0.29
N1 4.67073 -0.23623 -0.60712  -0.59
H8 4.91885 -1.21384 -0.57185  0.39
N2 3.52064 1.66150 -0.03744  -0.77
H9 3.43119 2.14890 0.86010  0.44
H10 4.26252 2.08101 -0.61210  0.45
H11 2.53007 1.76738 -0.57133  0.48
C13 -0.19478 -1.59548 -0.13983  -0.42
H12 -0.87973 -2.24088 -0.68502  0.25
H13 -0.25906 -1.84944 0.91784  0.23
H14 -1.28161 0.02471 -1.12942  0.27
H15 -1.75806 2.48185 1.60877  0.21
H16 -0.74789 2.62765 0.17456  0.22
H17 -2.57191 1.73800 -1.23830  0.19
H18 -3.03373 3.15939 -0.33086  0.22
H19 -4.90279 1.93916 0.11360  0.22
H20 -3.92557 1.29912 1.42201  0.20
H21 -4.29498 0.02925 -1.33095  0.20
H22 -3.35700 -0.68419 -0.01728  0.17
H23 -5.40569 -0.75616 1.39730  0.20
H24 -6.33838 -0.08168 0.06346  0.20
H25 -4.84189 -2.74767 0.00147  0.19

Atomic forces in eV per Å
C -0.0838 0.2022 0.1486
H -0.0700 -0.1365 -0.0153
H -0.0118 -0.0539 -0.1235
C 0.2462 -0.2102 -0.2199
C -0.3707 0.2172 0.3307
C 0.1795 -0.0892 -0.3537
C -0.0310 0.0687 0.2874
C -0.0467 -0.0309 -0.0970
C 0.0234 0.2793 -0.2266
H -0.0161 -0.1063 0.0347
H 0.0281 -0.1189 0.0557
C -0.2901 -0.0886 0.2989
C -0.0697 0.2199 0.0826
O -0.1548 0.0043 -0.2209
O 0.0311 0.2738 -0.5878
C -0.1238 -0.6551 0.3421
H -0.0248 0.1703 0.0692
C 0.0773 0.4111 -0.2561
H 0.0663 -0.0244 0.0097
H -0.0472 -0.0955 0.0948
S 0.2630 -0.1532 0.1019
C -0.1034 -0.9610 0.5615
N 0.4018 0.5911 -0.4446
H -0.2413 -0.1944 0.2811
N -0.4163 0.7466 -0.4796
H 0.1095 -0.0617 -0.1759
H -0.0858 -0.1106 0.2458
H 0.4749 -0.1937 0.3307
C 0.0578 0.0470 -0.1478
H -0.0003 -0.0076 0.0420
H -0.0283 -0.0105 0.0040
H 0.1301 -0.0513 -0.0631
H 0.0214 0.0627 0.0243
H -0.0048 0.0451 0.1129
H -0.0231 0.0500 -0.1192
H 0.0396 0.0050 -0.1093
H -0.0503 0.0060 0.0807
H -0.0572 0.0243 0.1162
H 0.0793 -0.0302 -0.0770
H 0.1258 -0.0843 -0.0537
H -0.0497 0.0734 0.0477
H -0.0251 0.0769 0.0669
H 0.0709 -0.1069 0.0011

Computed properties:
Gap between HOMO and LUMO   0.3751 Ha
HOMO energy   -13.128 eV
SMILES   [H]/N=C(/[NH3+])SC[C@H]1C[C@@H](CCCCCCC)C(=O)O1
Total charge   +1
LUMO energy   -0.107 hartree


For each record above, in turn, the calculated strongest force on any atom values are 19.1; 5.2; 2.6; 1.1 eV/Å.